{
  "formula": "C29H54AsF6N3O18P3",
  "method": "ωB97M-V/def2-TZVPD",
  "symbols": ["As", "F", "F", "F", "F", "F", "F", "C", "C", "C", "O", "C", "O", "O", "H", "H", "H", "H", "H", "H", "C", "C", "C", "O", "C", "O", "O", "H", "H", "H", "H", "H", "H", "C", "O", "P", "O", "O", "C", "O", "C", "H", "H", "H", "H", "H", "H", "H", "H", "H", "C", "O", "P", "O", "O", "C", "O", "C", "H", "H", "H", "H", "H", "H", "H", "H", "H", "C", "O", "P", "O", "O", "C", "O", "C", "H", "H", "H", "H", "H", "H", "H", "H", "H", "N", "C", "C", "C", "C", "H", "H", "H", "H", "H", "N", "C", "C", "C", "C", "H", "H", "H", "H", "H", "N", "C", "C", "C", "C", "H", "H", "H", "H", "H"],
  "positions_angstrom": [[0.6081, 0.5909, 0.2660], [0.1213, -0.3706, 1.5481], [1.5931, -0.6835, -0.2633], [1.1741, 1.5691, -1.0445], [-0.4475, 1.8370, 0.8129], [1.8703, 1.2036, 1.1900], [-0.6374, -0.0569, -0.7214], [-3.3071, 4.1921, -2.4259], [-2.2323, 3.5700, -1.5554], [-0.8988, 4.3518, -1.4526], [-0.9293, 4.8762, -0.1331], [-1.8466, 4.2278, 0.6068], [-1.9767, 4.3064, 1.8261], [-2.7755, 3.5881, -0.1815], [-2.8736, 4.3162, -3.3878], [-3.6452, 5.2180, -2.1222], [-4.2129, 3.5793, -2.5339], [-2.1165, 2.5226, -1.8219], [-0.9304, 5.2032, -2.1474], [-0.0175, 3.7418, -1.5653], [-2.3298, 0.3325, 3.3651], [-3.8173, 0.6517, 2.9434], [-3.9809, 0.5004, 1.4547], [-5.0854, -0.3784, 1.3154], [-5.3663, -0.9704, 2.4913], [-6.0824, -1.8926, 2.5881], [-4.7199, -0.3860, 3.4828], [-2.2699, 0.4622, 4.4585], [-1.6940, 1.1023, 2.9928], [-2.1243, -0.6870, 3.0221], [-4.1573, 1.5927, 3.3511], [-3.1400, 0.0693, 0.9116], [-4.2016, 1.4108, 0.9520], [7.2061, -0.0867, -2.7620], [6.0528, 0.5831, -3.2228], [4.8114, 0.7553, -2.2894], [3.6104, 1.2731, -2.9552], [4.6065, -0.6566, -1.6217], [4.0837, -1.8531, -2.2026], [5.3389, 1.5963, -1.1039], [4.4568, 1.7588, -0.0167], [6.8905, -0.9815, -2.2234], [7.9508, 0.4687, -2.2347], [7.6385, -0.4878, -3.6694], [3.2440, -2.2029, -1.6107], [4.9422, -2.5461, -2.2775], [3.6862, -1.6846, -3.2226], [4.5158, 0.8895, 0.6940], [3.4007, 1.8003, -0.3169], [4.7220, 2.6520, 0.6115], [3.5856, -1.4040, 1.9643], [4.0155, -2.0099, 3.1893], [3.1567, -3.1103, 3.8560], [3.6319, -3.5854, 5.1613], [1.6551, -2.5161, 3.7794], [0.8339, -2.4900, 4.9046], [3.0134, -4.3410, 2.8029], [3.8405, -5.4771, 2.9277], [3.1352, -2.1283, 1.3045], [4.4795, -1.0502, 1.4468], [2.9332, -0.5870, 2.1864], [-0.2221, -2.5524, 4.5751], [1.0101, -1.5339, 5.4385], [1.0015, -3.3691, 5.5416], [4.5808, -5.5244, 2.1010], [3.1588, -6.3488, 2.9737], [4.3566, -5.4732, 3.8451], [-4.6734, -4.0443, -0.4680], [-3.4123, -3.7425, 0.1778], [-2.1973, -4.1050, -0.7832], [-2.0286, -5.4235, -1.4213], [-2.4465, -2.9745, -1.9079], [-1.6264, -3.0459, -3.0600], [-1.0178, -3.3965, 0.0197], [-0.6524, -3.8346, 1.3731], [-4.5780, -5.0313, -0.9188], [-4.9558, -3.3119, -1.2358], [-5.4028, -4.1370, 0.3072], [-2.1819, -2.6706, -3.9271], [-1.4099, -4.0896, -3.2603], [-0.7371, -2.4679, -3.0087], [-0.1967, -2.9326, 1.7025], [0.0540, -4.6904, 1.1995], [-1.5397, -4.1366, 2.0276], [0.6316, 2.6080, 3.7534], [-0.1732, 3.4283, 4.5321], [-0.2051, 2.8463, 5.7864], [0.5748, 1.6990, 5.7133], [1.1324, 1.6035, 4.4699], [0.8562, 2.8669, 2.7854], [-0.6486, 4.2871, 4.1678], [-0.8727, 3.1412, 6.5872], [0.7246, 0.9301, 6.4642], [1.8451, 0.8736, 4.0965], [-3.1679, -0.1147, -2.1458], [-4.4845, 0.0651, -2.2171], [-4.8072, 0.7876, -3.3396], [-3.5792, 1.0218, -3.9814], [-2.5611, 0.4875, -3.2409], [-2.6495, -0.7227, -1.5438], [-4.9995, -0.3013, -1.3471], [-5.7762, 1.1722, -3.6155], [-3.4532, 1.5914, -4.8826], [-1.5219, 0.4589, -3.3557], [1.5522, 2.7786, -4.1250], [2.0408, 3.0209, -5.3941], [1.0051, 3.0399, -6.3216], [-0.1390, 2.8403, -5.5280], [0.2147, 2.5900, -4.1989], [2.1286, 2.2829, -3.4755], [3.1355, 3.0118, -5.5227], [0.8496, 3.2323, -7.4409], [-1.1293, 2.8620, -5.9134], [-0.3947, 2.2783, -3.3791]],
  "mulliken_charge": [2.601, -0.511, -0.611, -0.770, -0.434, -0.585, -0.608, -1.778, 2.240, 0.072, -0.397, 0.531, -0.585, -0.351, 0.411, 0.394, 0.282, -1.198, 0.361, -0.027, -0.869, 0.628, 0.414, -0.354, 0.584, -0.581, -0.440, 0.368, 0.014, 0.186, 0.352, -0.376, 0.061, -0.666, -0.418, 0.602, -0.586, 0.174, -0.673, -0.407, 0.159, 0.250, 0.260, 0.270, 0.130, 0.276, 0.326, -0.053, -0.134, 0.312, -0.065, -0.432, 0.560, -0.821, 0.599, -0.742, -0.190, -0.848, 0.312, 0.246, -0.258, 0.206, 0.152, 0.389, 0.238, 0.223, 0.390, -0.828, -0.205, 0.338, -0.805, 0.174, -1.013, 0.326, -0.259, 0.414, 0.212, 0.302, 0.247, 0.428, 0.308, -0.210, 0.264, 0.305, 0.082, -0.548, -0.792, -0.256, -0.380, 0.214, 0.553, 0.380, 0.411, 0.277, 1.179, -0.475, -1.313, -0.635, -1.308, -0.175, 0.643, 0.442, 0.455, 1.186, 0.238, -0.617, -0.537, -0.655, -0.115, 0.452, 0.352, 0.294, 0.400, 0.445],
  "lumo_energy_ev": 2.1,
  "total_charge": -1,
  "homo_ev": -5.924,
  "orbital_gap_ev": 8.006
}

=====

{
  "formula": "C29H54Cl20O4S",
  "method": "ωB97M-V/def2-TZVPD",
  "symbols": ["C", "C", "C", "C", "O", "C", "O", "O", "C", "S", "C", "C", "C", "O", "H", "H", "H", "H", "H", "H", "H", "H", "H", "H", "H", "H", "H", "H", "Cl", "C", "C", "Cl", "H", "H", "H", "H", "Cl", "C", "C", "Cl", "H", "H", "H", "H", "Cl", "C", "C", "Cl", "H", "H", "H", "H", "Cl", "C", "C", "Cl", "H", "H", "H", "H", "Cl", "C", "C", "Cl", "H", "H", "H", "H", "Cl", "C", "C", "Cl", "H", "H", "H", "H", "Cl", "C", "C", "Cl", "H", "H", "H", "H", "Cl", "C", "C", "Cl", "H", "H", "H", "H", "Cl", "C", "C", "Cl", "H", "H", "H", "H", "Cl", "C", "C", "Cl", "H", "H", "H", "H"],
  "positions_angstrom": [[2.2863, -0.6756, -1.9080], [1.9452, 0.9070, -1.8360], [0.4522, 1.1740, -2.3952], [-0.6445, 0.8874, -1.2348], [-0.5090, 1.6473, 0.0115], [-1.7269, 1.3644, 0.7476], [-1.8620, 1.1360, 1.9576], [-2.7453, 1.4664, -0.2566], [-2.1620, 1.3378, -1.5868], [-2.3750, 3.0909, -2.2516], [-2.9258, 0.4672, -2.6996], [-4.0941, -0.5060, -1.8870], [-3.4313, -1.5634, -0.7634], [-4.0261, -1.9853, -2.1923], [1.5941, -1.1549, -2.6949], [2.1821, -1.1913, -0.8919], [3.3590, -0.8050, -2.2953], [2.1153, 1.3456, -0.7878], [2.6577, 1.4317, -2.5747], [0.3083, 0.4656, -3.2937], [0.2852, 2.2349, -2.7822], [-0.5798, -0.1884, -0.8474], [-3.6644, 3.1214, -2.7708], [-3.5951, 1.0587, -3.4007], [-2.2801, -0.3222, -3.2061], [-5.1476, -0.0025, -1.6191], [-2.2972, -1.4832, -0.7426], [-4.0712, -2.3798, -0.3032], [3.1835, -2.4480, -4.6507], [1.7512, -2.2266, -5.6838], [1.8466, -0.9784, -6.5378], [1.7466, 0.5112, -5.5658], [0.8702, -2.2081, -5.0409], [1.6849, -3.1076, -6.3245], [1.0154, -0.9495, -7.2454], [2.7788, -0.9497, -7.1048], [-0.6122, -2.1121, 2.9510], [-1.8873, -1.4270, 3.9887], [-3.0805, -2.3519, 4.1154], [-3.9847, -2.4969, 2.5855], [-2.1724, -0.4560, 3.5793], [-1.4397, -1.2634, 4.9740], [-3.7773, -1.9578, 4.8574], [-2.7810, -3.3543, 4.4271], [4.0722, 0.8702, 1.2715], [5.1893, 2.1676, 1.7637], [4.7986, 3.5136, 1.1888], [5.0276, 3.5826, -0.5774], [6.1979, 1.8796, 1.4620], [5.1570, 2.2078, 2.8539], [5.4265, 4.2961, 1.6193], [3.7562, 3.7549, 1.4044], [2.0774, 3.9078, -7.6345], [3.7955, 3.8065, -7.1785], [4.6707, 3.3726, -8.3369], [4.3826, 1.6756, -8.7982], [3.8820, 3.1237, -6.3314], [4.0927, 4.8028, -6.8435], [5.7224, 3.4487, -8.0549], [4.5076, 3.9951, -9.2185], [1.5969, -3.9580, -1.9984], [0.0112, -4.4388, -2.6550], [0.0974, -5.6837, -3.5168], [0.9701, -5.3932, -5.0419], [-0.3967, -3.5917, -3.2102], [-0.6398, -4.6290, -1.7987], [-0.9066, -6.0158, -3.7875], [0.5975, -6.5000, -2.9928], [5.5411, 3.5559, 4.7545], [5.3334, 2.5555, 6.2129], [3.9934, 2.7977, 6.8757], [3.8850, 4.4184, 7.6056], [6.1636, 2.7606, 6.8907], [5.4053, 1.5130, 5.8944], [3.8436, 2.0786, 7.6824], [3.1709, 2.6906, 6.1662], [-7.2312, -6.0475, 3.4467], [-8.2401, -4.6117, 3.1421], [-7.5880, -3.3376, 3.6400], [-7.5071, -3.2745, 5.4191], [-9.2125, -4.7749, 3.6095], [-8.3878, -4.5529, 2.0615], [-8.1727, -2.4731, 3.3201], [-6.5745, -3.2267, 3.2518], [-0.3226, -2.5488, 6.5635], [0.9335, -2.2445, 7.7897], [1.1126, -0.7656, 8.0648], [1.8245, 0.0888, 6.6743], [1.8609, -2.7061, 7.4467], [0.6175, -2.7550, 8.7021], [1.7926, -0.6243, 8.9070], [0.1640, -0.2839, 8.3080], [-1.7455, -2.0174, -5.7319], [-2.8440, -2.5839, -7.0140], [-2.1173, -2.8302, -8.3206], [-1.5415, -1.3170, -9.0644], [-3.6403, -1.8469, -7.1287], [-3.2913, -3.5147, -6.6585], [-2.7944, -3.2971, -9.0381], [-1.2575, -3.4886, -8.1839], [0.4663, 4.1658, 7.0283], [-0.5557, 5.5880, 6.7066], [0.0910, 6.8750, 7.1772], [0.1852, 6.9693, 8.9540], [-1.5232, 5.4258, 7.1843], [-0.7124, 5.6264, 5.6263], [-0.5024, 7.7296, 6.8468], [1.1010, 6.9859, 6.7786]],
  "mulliken_charge": [-0.507, -0.125, -0.372, 0.168, -0.383, 0.579, -0.559, -0.256, 0.602, -0.256, -0.346, 0.073, -0.310, -0.474, -0.190, 0.302, 0.352, 0.139, 0.199, -0.106, 0.395, 0.002, 0.172, 0.491, -0.344, 0.265, -0.028, 0.422, -0.138, -0.059, -0.296, -0.138, -0.200, 0.383, 0.077, 0.387, -0.164, -0.266, -0.434, -0.176, 0.233, 0.163, 0.366, 0.305, -0.165, 0.081, -0.494, -0.197, 0.361, -0.280, 0.339, 0.343, -0.177, -0.387, -0.451, -0.164, 0.262, 0.317, 0.286, 0.324, -0.139, -0.201, -0.469, -0.160, -0.104, 0.434, 0.312, 0.358, -0.198, -0.431, -0.302, -0.172, 0.379, 0.262, 0.251, 0.213, -0.189, -0.444, -0.028, -0.194, 0.333, 0.290, 0.299, -0.034, -0.135, -0.497, -0.574, -0.138, 0.322, 0.328, 0.359, 0.330, 0.002, -0.627, -0.463, -0.182, 0.319, 0.305, 0.352, 0.281, -0.114, -0.519, -0.424, -0.187, 0.340, 0.274, 0.318, 0.315],
  "lumo_energy_ev": 0.4,
  "de_lowest_kcal_mol": 61.2,
  "homo_ev": -9.294,
  "smiles": "CCC[C@H]1OC(=O)O[C@]1(S)C[C@@H]1CO1.ClCCCl.ClCCCl.ClCCCl.ClCCCl.ClCCCl.ClCCCl.ClCCCl.ClCCCl.ClCCCl.ClCCCl",
  "orbital_gap_ev": 9.699
}